Record 1
9
Properties=species:S:1:pos:R:3:forces:R:3 method="wB97M-V/def2-TZVPD" e_homo_ev="-9.748 / -9.320" gap_ev="7.71 / 7.44" de_lowest_kcal_mol=88.6 charge=0
N 0.5409 -0.9430 -0.9119 0.0337 -2.2482 -1.6429
N -0.4470 -0.5043 -0.1874 -0.4099 -3.2948 1.3634
N -0.5894 0.8107 -0.2715 0.1284 1.9209 -0.5420
O 0.1052 1.4087 -1.0485 1.6077 1.1297 -1.8196
O -1.4124 1.3526 0.4051 -1.4418 -0.1248 1.3430
S 0.4135 -0.6074 2.3386 -0.5922 2.1606 0.2080
H 0.8478 -0.2728 -1.6456 0.1491 -0.5749 0.5667
H 0.5321 -2.0318 -1.0931 -0.0683 3.2192 0.6022
H 0.0092 0.7873 2.4144 0.5934 -2.1877 -0.0789


Record 2
5
Properties=species:S:1:pos:R:3:forces:R:3 method="wB97M-V/def2-TZVPD" e_homo_ev=-9.845 gap_ev=8.92 de_lowest_kcal_mol=17.0 charge=0 smiles="F[P@@H](=S)I"
F -0.5341 0.2775 -1.7645 0.3116 -0.9592 4.3336
P -0.2210 -0.1060 0.0459 1.0984 0.3194 -3.0626
S -0.1667 -1.8487 0.7900 -0.4188 0.0017 -0.6243
I 1.9596 0.9561 0.1414 -0.4704 0.0471 -0.1491
H -1.0378 0.7211 0.7872 -0.5208 0.5910 -0.4976


Record 3
69
Properties=species:S:1:pos:R:3:forces:R:3 method="wB97M-V/def2-TZVPD" e_homo_ev=-9.470 gap_ev=9.66 de_lowest_kcal_mol=68.8 charge=0 smiles=COC[C@H](C)N.COC[C@H](C)N.COC[C@H](C)N.O.O.O.O.O.O
C -1.2795 -0.8754 2.8308 -1.3526 1.4362 -0.1009
O -1.5861 -1.4372 1.5649 2.3117 1.3285 0.3598
C -2.1478 -2.6761 1.6699 -1.6866 -0.2912 -1.9850
C -2.5784 -3.0699 0.2101 -0.4676 -0.7075 0.1225
C -3.9034 -2.3962 -0.3410 1.7196 0.5524 -0.2288
N -2.7253 -4.5269 0.0842 -1.0719 0.0394 0.3817
H -0.8476 0.1164 2.6972 0.4439 -0.2363 -0.3039
H -0.7063 -1.4313 3.5728 0.1839 -0.5610 -0.5035
H -2.2556 -0.6311 3.2500 -0.1605 -0.1654 0.6860
H -1.4914 -3.4285 2.1071 0.1322 -0.1012 0.0649
H -3.0627 -2.5408 2.2466 -0.2951 -0.6169 0.5056
H -1.7886 -2.8236 -0.4996 0.1710 0.5109 0.2323
H -3.9999 -2.6521 -1.3962 -0.1875 -0.5420 0.1196
H -3.7155 -1.3253 -0.4186 -0.0229 0.2301 0.4264
H -4.8587 -2.5156 0.1701 0.2955 -0.4733 0.2952
H -3.4786 -4.7125 0.7308 -0.5558 -0.6278 -0.0945
H -1.9747 -5.0770 0.4767 0.6264 0.3179 -0.0799
C -4.3976 8.6110 -2.1939 0.8277 1.6592 -0.3717
O -4.4139 7.4563 -1.4599 -1.5260 -1.9861 -0.2681
C -5.4395 6.5653 -1.9416 1.0928 -0.3260 0.1321
C -5.2756 5.1694 -1.3736 2.6748 -1.0409 -0.1993
C -4.0226 4.3758 -1.8883 0.5045 1.8398 0.9357
N -6.3592 4.3181 -1.7173 -1.8460 0.2958 0.5829
H -5.3157 9.1984 -2.2073 -0.3757 0.0521 0.6849
H -4.2026 8.5157 -3.2621 0.4017 -0.6569 -0.2557
H -3.5765 9.1715 -1.7471 -0.1758 0.5003 -0.2534
H -6.4439 6.9127 -1.6991 -0.1167 0.4015 0.1887
H -5.3857 6.4536 -3.0245 0.1086 0.3337 -0.3951
H -5.2002 5.2718 -0.2910 -0.1034 -0.1963 0.1565
H -4.0593 4.3369 -2.9770 -0.0004 -0.4646 -0.0041
H -3.8464 3.4307 -1.3745 -0.7895 -0.2433 -0.3840
H -3.1130 4.9093 -1.6124 0.1000 0.4246 -0.2665
H -7.1416 4.8936 -1.4403 -1.0557 -0.5377 0.0343
H -6.4675 4.2185 -2.7165 0.2868 -0.0585 -0.3134
C 7.5934 -3.7456 3.8634 1.1000 0.6608 -0.4779
O 6.6059 -3.2929 2.9935 -1.8840 -0.3464 -0.8442
C 6.0726 -4.3373 2.1544 -0.8901 -0.1077 0.7330
C 4.7484 -3.9637 1.3893 1.6961 -0.8779 0.5117
C 3.7417 -3.2908 2.2982 0.4243 1.0262 0.0921
N 4.2126 -5.2100 0.7880 -0.0489 0.5699 0.3638
H 8.1987 -2.8504 4.0060 0.5247 -0.2416 0.1177
H 8.1480 -4.5223 3.3368 0.4936 -0.1197 0.3430
H 7.3405 -4.0764 4.8707 -0.8389 -0.2963 -0.1044
H 6.8649 -4.6876 1.4928 0.0447 0.1277 -0.4383
H 5.8031 -5.2011 2.7622 -0.0269 -0.1457 0.3224
H 5.0872 -3.2930 0.5997 -0.3803 0.5483 -0.0462
H 4.2340 -2.4038 2.6969 -0.0444 0.3736 -0.3273
H 3.4343 -3.7536 3.2360 -0.0212 -0.9257 -0.4358
H 2.8782 -2.9701 1.7155 -0.1546 -0.0459 0.1514
H 4.8295 -5.5694 0.0737 0.4055 -0.0621 0.0121
H 3.4003 -4.9268 0.2588 -0.4358 -0.1320 -0.0040
O 0.3716 0.7662 -0.6586 0.1172 0.4567 -0.0530
H -0.4131 0.3366 -0.3179 -0.3052 -0.1985 0.1841
H 0.9048 0.0514 -1.0063 0.1838 -0.2237 -0.0757
O 1.1328 -4.9327 -2.6138 0.1788 -0.1939 0.0951
H 1.2300 -3.9854 -2.5172 0.1235 0.3837 0.0080
H 0.2453 -5.0496 -2.9527 -0.2362 -0.0879 -0.0752
O -0.3066 3.8217 1.5655 -0.2441 0.0575 0.1185
H 0.5277 4.1968 1.8472 0.1889 0.1192 0.0759
H -0.0644 3.1479 0.9301 0.0737 -0.2582 -0.2384
O 2.8866 -1.7760 -2.7387 -0.3948 -0.1723 -0.0032
H 3.6420 -2.3238 -2.9518 0.1724 -0.1603 -0.0833
H 3.2636 -0.9926 -2.3382 0.2355 0.3602 0.1837
O 4.8451 0.7591 -0.9949 -0.2296 -0.2762 -0.0556
H 4.7997 1.7091 -1.1033 -0.1196 0.2980 -0.0818
H 5.7811 0.5693 -0.9310 0.2361 -0.1015 0.0500
O 2.0348 3.4744 -2.5570 0.3138 0.0993 0.0302
H 1.3935 3.6713 -3.2398 -0.1369 0.0646 -0.1707
H 1.5928 2.8453 -1.9868 -0.2126 -0.2618 0.2214


Record 4
104
Properties=species:S:1:pos:R:3:forces:R:3 method="wB97M-V/def2-TZVPD" e_homo_ev=-11.309 gap_ev=6.93 charge=+1
C -0.9633 -2.7238 1.2456 0.3646 -0.9902 -0.1131
N -0.0161 -1.6331 0.8864 -1.9312 -1.7393 0.9964
N 1.2386 -1.9570 1.0436 -0.1388 1.5090 -0.4186
C 2.0197 -0.9852 0.6702 3.7698 0.5902 0.0280
C 3.5369 -1.3216 0.7671 -0.9226 -1.3354 0.1265
P 3.7053 -3.1786 0.6962 0.8055 -0.2702 -1.3353
O 2.9839 -3.7248 -0.4550 -0.6805 0.0812 0.0469
O 5.3004 -3.4187 0.3837 -1.2340 0.1554 1.5920
O 3.3094 -3.8812 2.1059 0.8160 1.1770 -0.9332
C 1.6873 0.3132 0.1956 -3.1299 1.4036 0.2229
P 3.0768 1.4991 -0.2746 2.1987 -0.2486 -1.0270
N 2.6072 1.9936 -1.8659 -0.4870 0.1309 1.5752
O 3.0927 2.8965 0.6369 -1.1939 -1.0330 -0.4815
C 0.2953 0.5979 0.0668 2.3848 -2.2827 0.6805
C -0.5248 -0.5109 0.4329 -1.7146 2.0887 -1.0283
C -2.0460 -0.3827 0.2843 0.7289 0.9509 0.1195
C -2.7873 -0.0424 1.6079 -1.0441 -0.0023 -0.6137
C -4.3004 -0.3841 1.3988 0.5131 -0.6835 1.4374
C -4.6020 -1.9210 1.4243 -1.5461 0.2174 -0.7035
C -4.8336 -2.5433 -0.0121 1.8478 0.5678 0.5489
N -3.7410 -3.5028 -0.3525 -0.3528 -0.0955 -0.1648
H -1.4031 -3.0886 0.3092 -0.2968 0.2036 0.5370
H -0.4140 -3.5729 1.6810 0.1913 0.6264 -0.2459
H -1.6999 -2.4040 1.9873 0.0996 0.1375 -0.5549
H 4.0225 -0.9788 -0.1622 0.1293 -0.0924 0.6315
H 3.9970 -0.8886 1.6679 0.0083 0.0404 -0.4597
H 5.6274 -4.0625 1.0303 0.4012 0.0472 -0.1111
H 3.1188 -3.1571 2.7227 -0.1006 -0.3600 0.5083
H 2.4572 2.9958 -1.9138 -0.0971 -0.0370 -0.3031
H 3.2937 1.6740 -2.5353 0.0595 0.1820 -0.0186
H 2.4920 2.9356 1.3933 -0.0314 0.1206 -0.0805
H -0.0963 1.5379 -0.3177 -0.0485 -0.3169 0.1376
H -2.4871 -1.2436 -0.2457 0.3213 0.1562 0.5156
H -2.2106 0.4806 -0.3986 0.2462 -0.7928 0.8501
H -2.7326 1.0361 1.8432 0.3191 -0.3972 -0.2791
H -2.4015 -0.5679 2.4962 -0.1460 0.0424 -0.3519
H -4.8109 0.0360 2.2811 0.0240 0.0919 -0.4556
H -4.7298 0.0812 0.4982 0.3015 -0.0629 0.2720
H -5.5832 -2.0218 1.9310 0.5626 0.0129 0.0076
H -3.8846 -2.5034 2.0207 -0.1233 0.2017 -0.3357
H -5.8225 -3.0056 -0.1068 0.2892 0.2653 -0.0606
H -4.6864 -1.6982 -0.7088 -0.8019 -0.4453 0.1151
H -3.2679 -3.1910 -1.1952 -0.1762 -0.0734 -0.0676
H -4.1256 -4.4084 -0.5971 0.0243 -0.0157 0.1370
C -3.2695 5.7580 4.3339 -0.0125 -0.0395 -0.0929
Cl -2.2502 4.5194 5.0792 -0.0173 0.0428 0.0108
Cl -2.5747 6.3059 2.8091 -0.0108 -0.0304 0.0078
Cl -4.9081 5.1534 4.0878 0.0014 -0.0012 0.0399
H -3.3198 6.6051 5.0069 0.0219 -0.0416 -0.0079
C -0.0647 9.0635 1.6612 -0.1309 -0.0525 0.1157
Cl 0.2336 8.5547 3.3265 0.0423 0.0707 -0.0980
Cl 0.0260 7.6801 0.5602 0.0412 0.0647 0.0198
Cl -1.6344 9.8594 1.5239 0.0836 -0.0054 -0.0125
H 0.7035 9.7738 1.3807 -0.0031 -0.0621 -0.0107
C 3.7240 -3.1967 -3.3590 -0.0833 -0.2333 -0.0022
Cl 2.6211 -3.3284 -4.7336 0.0019 0.0381 -0.0269
Cl 4.9985 -4.4108 -3.4601 -0.1309 0.0993 0.0111
Cl 4.4191 -1.5699 -3.2707 0.0172 0.0802 0.1086
H 3.1605 -3.3743 -2.4486 0.1234 0.0065 -0.0392
C 8.1263 -3.7508 -1.3177 -0.1211 -0.0393 -0.0333
Cl 8.3711 -3.4573 -3.0325 0.1383 0.0333 -0.0578
Cl 8.8861 -5.2635 -0.8129 -0.0522 0.0278 0.0015
Cl 8.7203 -2.4005 -0.3492 -0.0086 0.0334 0.0301
H 7.0585 -3.8343 -1.1522 0.0521 0.0025 0.0045
C -4.5445 1.2898 -2.6762 -0.2614 0.0630 0.1238
Cl -5.6601 -0.0775 -2.7012 0.1148 0.3628 -0.0239
Cl -4.9647 2.4088 -1.3756 0.0626 0.0132 -0.0592
Cl -2.8685 0.7404 -2.5004 -0.3164 0.3066 -0.4814
H -4.6288 1.8150 -3.6201 0.0471 -0.0214 0.0249
C 4.3754 7.4679 1.9170 -0.1908 0.1213 0.0794
Cl 3.8863 7.9496 3.5460 0.0321 -0.1585 -0.1133
Cl 3.4807 6.0444 1.3480 0.0904 0.1299 0.1309
Cl 4.1609 8.8189 0.7952 -0.0113 -0.1010 0.0836
H 5.4286 7.2101 1.9475 -0.2972 0.0085 -0.0554
C 7.6692 6.8801 -0.6459 -0.0324 -0.2071 -0.0443
Cl 8.6491 5.4139 -0.6660 0.0009 0.0735 -0.0104
Cl 6.0599 6.5588 -1.2963 0.0653 0.0317 -0.0209
Cl 7.5616 7.5298 0.9942 0.3694 0.0902 -0.0983
H 8.1497 7.6201 -1.2735 -0.0224 0.0050 0.0490
C -5.6380 -4.3524 -3.9485 -0.1133 -0.0144 -0.1973
Cl -6.4288 -4.6609 -5.4930 0.1719 0.0423 0.2560
Cl -4.7162 -2.8426 -4.0137 0.0486 -0.3409 0.0061
Cl -6.8254 -4.3006 -2.6404 0.0526 -0.0137 0.0260
H -4.9485 -5.1637 -3.7498 -0.0134 0.0395 0.0186
C -0.8155 -0.4970 -5.9393 -0.0423 0.0986 -0.1695
Cl -0.8774 -0.1223 -7.6600 0.0226 -0.0393 0.1059
Cl 0.0288 0.7794 -5.0518 0.0153 -0.0644 0.0615
Cl -2.4432 -0.7295 -5.2907 0.1432 -0.1862 -0.3527
H -0.2642 -1.4204 -5.8113 -0.0133 0.0328 0.0302
C 1.5628 -3.5646 5.8005 -0.1992 0.0642 0.1005
Cl 0.9907 -3.0809 7.3928 0.0725 -0.0764 -0.0627
Cl 0.2205 -3.6397 4.6533 0.0516 -0.0221 -0.0193
Cl 2.8089 -2.4463 5.2254 0.0803 0.0439 -0.0636
H 2.0005 -4.5523 5.8777 0.0050 0.0379 -0.0298
C -0.7606 0.2074 8.7770 -0.1028 0.1408 0.1223
Cl -0.8802 0.4736 7.0329 0.0328 -0.0451 -0.0489
Cl 0.0558 1.5623 9.5573 0.0092 -0.0840 -0.0450
Cl -2.3596 -0.0444 9.4775 0.0790 -0.0402 -0.0439
H -0.1717 -0.6858 8.9435 -0.0100 0.0318 -0.0309
C -6.7288 -5.3771 -9.4461 -0.0571 0.0913 -0.1202
Cl -7.5114 -5.6851 -10.9961 0.0480 -0.0206 0.0796
Cl -5.8068 -3.8718 -9.5008 0.0128 -0.0627 0.0425
Cl -7.9232 -5.3267 -8.1442 -0.0795 -0.0788 -0.1697
H -6.0416 -6.1892 -9.2447 -0.0270 0.0276 0.0086